Below is a structure of composition C49H80N8O4S3Si5SnTe, with properties calculated with ωB97M-V with the def2-TZVPD basis set.

The geometry in ORCA input format:
```
! wB97M-V def2-TZVPD RIJCOSX def2/J DEFGRID3
* xyz -2 1
Te 1.900 1.344 0.206
Sn 0.931 -1.382 1.351
S 2.273 -2.905 -0.220
S -1.812 2.371 1.645
S 2.732 -2.514 3.043
Si 4.841 0.658 -2.382
Si 2.411 3.535 -3.164
Si 4.729 3.852 -0.259
Si 3.449 2.303 -1.467
Si -1.963 -2.574 -0.933
O -1.359 -3.157 -2.356
O -2.831 -3.884 -0.378
O -0.956 -1.964 0.101
O -3.162 -1.455 -1.342
N -2.147 4.476 0.033
N -0.923 -2.856 3.214
N -3.162 -4.452 3.591
N -0.804 -0.341 3.982
N 2.147 3.348 3.705
N -6.417 3.474 5.964
N 1.720 0.654 4.288
N -1.783 2.381 -0.966
C -2.532 6.448 -1.259
C -2.664 -5.277 -0.577
C -1.994 2.854 -2.205
C -6.513 2.485 5.076
C 3.593 5.021 0.682
C -4.174 1.967 5.169
C 4.234 -4.835 2.916
C 1.376 2.496 -4.351
C -3.179 -3.147 3.845
C -2.050 -2.345 3.693
C -3.632 -5.951 0.393
C -1.915 1.892 -3.336
C 3.150 2.496 3.873
C 3.605 4.480 -4.294
C -2.007 -0.897 4.050
C 0.707 1.500 4.121
C -4.067 3.007 6.087
C 0.596 -3.819 -3.518
C -2.998 1.165 4.759
C -5.412 -2.259 -1.006
C 1.236 4.793 -2.388
C -1.937 3.138 0.189
C -4.360 -1.228 -0.599
C 0.923 2.835 3.788
C 6.211 1.381 -3.478
C -2.015 -4.949 3.137
C -1.178 -2.430 -4.605
C 5.812 2.955 0.998
C -5.443 1.716 4.653
C 0.312 -1.450 -2.828
C 3.407 -3.847 2.113
C 5.658 -0.369 -1.037
C 5.912 4.940 -1.273
C 2.939 1.146 4.128
C -2.264 4.186 -2.345
C -2.296 4.967 -1.171
C -3.041 -5.672 -2.007
C -5.200 3.718 6.446
C -1.734 1.733 4.689
C -4.085 -1.293 0.905
C -0.665 0.944 4.276
C -4.864 0.171 -0.948
C -1.227 -5.686 -0.266
C -3.136 -0.178 4.429
C 3.872 -0.557 -3.441
C 3.222 -4.000 0.791
C -0.906 -4.144 2.916
C 3.816 -5.136 -0.003
C -0.412 -2.694 -3.309
H 3.370 -0.072 -4.282
H -5.877 0.314 -0.563
H 1.340 -3.534 -4.267
H 1.783 5.641 -1.969
H 4.227 5.190 -3.746
H 6.851 2.071 -2.922
H -0.873 1.662 -3.561
H 4.130 5.543 1.480
H 6.238 -1.179 -1.491
H 6.551 5.519 -0.599
H -0.381 -0.629 -2.634
H -4.946 -0.909 1.462
H 4.083 -4.658 3.979
H 5.194 2.496 1.771
H 0.834 -1.644 -1.896
H -5.011 -3.263 -0.882
H -3.507 6.684 -0.830
H 3.029 -5.764 -0.435
H -7.504 2.299 4.674
H 5.367 5.646 -1.903
H 4.399 -4.747 -0.843
H 4.546 -1.322 -3.840
H 6.328 0.218 -0.407
H 3.033 5.035 -5.045
H -2.376 2.319 -4.226
H -6.308 -2.153 -0.387
H -3.209 -0.684 1.140
H 0.922 3.141 -5.110
H -3.429 -5.629 1.416
H 1.977 1.739 -4.859
H 3.760 0.442 4.199
H -4.105 -0.652 4.481
H 3.122 -1.061 -2.828
H -5.593 0.952 3.902
H -0.526 -1.979 -5.358
H -4.124 -2.741 4.183
H 4.274 3.794 -4.819
H 6.510 3.655 1.469
H -3.545 -7.039 0.336
H 2.772 4.461 1.135
H -4.889 0.303 -2.031
H 0.584 1.976 -3.814
H 6.391 2.158 0.531
H 1.115 -4.024 -2.580
H 3.958 -5.872 2.705
H 4.155 2.896 3.797
H -4.659 -5.668 0.148
H 0.517 5.176 -3.120
H -3.889 -2.319 1.219
H -3.114 3.251 6.538
H 4.471 -5.766 0.598
H -1.583 2.782 4.902
H -2.499 6.804 -2.287
H -1.780 6.968 -0.667
H -0.990 -5.469 0.777
H -2.913 -6.749 -2.144
H -2.409 0.958 -3.070
H -2.419 -5.140 -2.723
H -1.579 -3.366 -5.000
H 0.094 3.494 3.558
H -5.691 -2.115 -2.053
H 1.041 -1.130 -3.568
H 6.839 0.567 -3.855
H -4.088 -5.419 -2.197
H -1.616 1.387 -0.811
H 0.083 -4.724 -3.855
H -4.223 0.933 -0.505
H 6.558 4.344 -1.924
H -2.426 4.618 -3.321
H -1.084 -6.756 -0.443
H 4.891 -0.816 -0.398
H -2.014 -1.764 -4.413
H 0.021 -4.535 2.506
H -5.125 4.526 7.166
H -0.521 -5.130 -0.886
H -1.978 -6.015 2.940
H 5.305 -4.729 2.711
H 3.160 5.771 0.014
H 5.806 1.920 -4.337
H 0.682 4.325 -1.569
*
```

Computed properties:
Frontier orbital gap in eV: 4.716
Relative energy (zero: lowest compared OMol25 entry of this formula, charge and spin) in kcal per mole: 20.21
HOMO level in eV: -1.11
DFT total energy in Ha: -5778.99088


Below is an isolated molecule of C22H26N2O3, with properties calculated with ωB97M-V with the def2-TZVPD basis set.

The geometry in ORCA input format:
```
! wB97M-V def2-TZVPD RIJCOSX def2/J DEFGRID3
* xyz 0 1
O 0.201 2.548 0.859
O 4.640 2.851 -0.172
O 4.678 3.730 1.879
N 0.291 1.234 -0.990
N 2.204 1.703 0.228
C 0.850 1.874 0.078
C 1.830 -0.827 1.938
C 0.957 0.813 3.445
C -1.157 1.138 -1.027
C -4.046 -4.456 -1.722
C -1.579 -0.319 -0.866
C -0.212 0.083 3.560
C 2.868 2.296 1.357
C 4.139 2.983 0.914
C 0.661 -1.559 2.052
C -2.192 -1.444 -3.067
C -5.498 -2.559 -1.582
C -0.365 -1.101 2.860
C 3.212 1.209 2.414
C -1.076 -1.170 -2.044
C -4.510 -1.765 -2.138
C 1.017 0.223 -1.738
C 1.989 0.366 2.631
C -3.062 -3.660 -2.278
C 0.097 -0.465 -2.739
C -5.268 -3.907 -1.370
C -3.280 -2.304 -2.491
H -2.113 -4.096 -2.557
H 2.629 -1.184 1.302
H 3.528 1.701 3.333
H 5.503 4.140 1.573
H -1.533 1.745 -0.202
H -3.862 -5.509 -1.565
H 0.679 -1.188 -3.313
H 1.439 -0.525 -1.052
H 2.793 1.447 -0.547
H -4.702 -0.714 -2.308
H -1.534 1.554 -1.966
H 0.549 -2.485 1.505
H -2.610 -0.493 -3.402
H -1.157 -0.686 0.071
H 2.180 3.021 1.807
H -6.037 -4.528 -0.936
H -1.754 -1.947 -3.933
H -6.450 -2.124 -1.314
H 1.843 0.696 -2.284
H -0.283 0.280 -3.440
H -2.664 -0.386 -0.787
H -1.011 0.445 4.189
H 1.065 1.744 3.980
H -0.728 -2.133 -1.656
H -1.283 -1.665 2.940
H 4.032 0.593 2.038
*
```

Computed properties:
Frontier orbital gap in eV: 9.464
Relative energy (zero: lowest compared OMol25 entry of this formula, charge and spin) in kcal per mole: 3.65
HOMO level in eV: -8.84
SMILES: O=C(O)[C@H](Cc1ccccc1)NC(=O)N1CCC(Cc2ccccc2)CC1
DFT total energy in Ha: -1189.23268


Below is a cluster of 3 separate species, C4H18N2O2 in total at a distorted geometry, with properties calculated with ωB97M-V with the def2-TZVPD basis set.

The geometry in ORCA input format:
```
! wB97M-V def2-TZVPD RIJCOSX def2/J DEFGRID3
* xyz 3 2
O -0.533 -3.373 0.305
O -1.365 1.744 2.637
N -1.040 0.476 -2.114
N 0.256 -0.622 1.783
C 0.053 0.881 -1.031
C 1.317 -0.640 0.701
C 0.753 2.070 -1.629
C 0.817 -0.443 -0.760
H 1.751 -1.664 0.737
H 0.099 2.937 -1.768
H -0.695 0.299 -3.061
H -0.125 0.337 1.854
H -2.331 1.891 2.554
H -0.292 -1.478 1.644
H 1.262 1.823 -2.570
H 0.637 -0.850 2.716
H -0.054 -4.182 0.006
H -0.561 1.167 -0.188
H -1.280 -3.673 0.882
H 1.585 2.450 -1.034
H -1.748 1.200 -1.996
H 2.111 0.083 0.935
H -1.241 1.940 3.594
H -1.390 -0.429 -1.811
H 1.731 -0.574 -1.359
H 0.285 -1.372 -1.026
*
```

Computed properties:
Frontier orbital gap (spin up / spin down) in eV: 12.840 / 2.589
Relative energy (zero: lowest compared OMol25 entry of this formula, charge and spin) in kcal per mole: 0.00
HOMO level (spin up / spin down) in eV: -23.33 / -22.10
DFT total energy in Ha: -421.89184


Below is a cluster of 2 separate species, C6H10N in total at a distorted geometry, with properties calculated with ωB97M-V with the def2-TZVPD basis set.

The geometry in ORCA input format:
```
! wB97M-V def2-TZVPD RIJCOSX def2/J DEFGRID3
* xyz 1 1
N -2.538 1.462 -0.709
C -1.908 0.522 -0.624
C -1.044 -0.477 -0.505
C 1.548 -1.200 0.512
C 0.422 -0.001 -0.734
C 1.230 -1.834 1.610
C 0.489 1.385 -0.154
H -1.243 -1.318 -1.231
H 0.313 2.076 -0.972
H 0.266 -1.792 2.099
H 2.420 -1.221 -0.051
H 0.735 -0.050 -1.874
H 1.352 1.885 0.249
H -1.067 -0.910 0.480
H -2.765 2.470 -0.800
H 2.083 -2.493 2.062
H -0.293 1.497 0.641
*
```

Computed properties:
Frontier orbital gap in eV: 9.352
Relative energy (zero: lowest compared OMol25 entry of this formula, charge and spin) in kcal per mole: 90.33
HOMO level in eV: -13.70
DFT total energy in Ha: -288.93902


Below is a cluster of 2 separate species, C16H25FN2O3S in total at a distorted geometry, with properties calculated with ωB97M-V with the def2-TZVPD basis set.

The geometry in ORCA input format:
```
! wB97M-V def2-TZVPD RIJCOSX def2/J DEFGRID3
* xyz 0 1
S -1.411 2.798 1.189
F 2.206 -1.719 1.979
O 0.409 -1.262 -1.746
O -1.202 3.726 2.140
O -2.512 2.424 0.459
N 1.044 -2.887 -0.295
N -0.607 3.723 -0.093
C -0.997 4.549 -2.471
C -0.307 0.478 0.173
C 1.262 0.385 2.598
C 0.042 -4.899 -1.199
C -0.390 -5.897 -3.257
C -0.071 -6.112 -2.020
C 0.693 -0.659 0.373
C 0.903 -3.930 -1.289
C -1.050 -7.209 -1.423
C 0.459 4.409 0.081
C 0.707 -1.454 -0.704
C 1.785 3.806 0.064
C -0.585 3.371 -1.448
C -0.244 1.532 1.351
C 1.583 -0.619 1.802
C 0.612 1.443 2.415
H -1.214 4.285 -3.456
H 2.043 3.494 -1.125
H -1.164 -5.336 -3.438
H 1.744 -4.456 -1.065
H 1.137 -6.540 -1.893
H 0.708 -3.554 -2.173
H 1.977 0.275 3.710
H 0.084 -5.320 0.254
H -1.086 -8.056 -2.193
H 1.664 2.637 0.426
H -1.998 -6.898 -1.387
H -0.839 0.552 -0.576
H 0.387 -5.094 -3.636
H -0.716 -7.585 -0.284
H -0.323 -6.649 -4.066
H 0.646 5.387 -0.474
H 0.521 4.881 1.322
H -1.714 2.892 -1.355
H -1.703 5.386 -2.229
H 2.778 4.278 0.407
H 0.902 -3.232 0.680
H 0.316 2.136 3.252
H -1.075 -4.392 -1.059
H 0.013 2.731 -1.727
H 0.062 5.092 -2.593
*
```

Computed properties:
Frontier orbital gap in eV: 7.752
Relative energy (zero: lowest compared OMol25 entry of this formula, charge and spin) in kcal per mole: 443.04
HOMO level in eV: -8.59
DFT total energy in Ha: -1457.27105


Below is a cluster of 2 separate species, CH4Cl2P2S in total at a distorted geometry, with properties calculated with ωB97M-V with the def2-TZVPD basis set.

The geometry in ORCA input format:
```
! wB97M-V def2-TZVPD RIJCOSX def2/J DEFGRID3
* xyz 0 1
Cl 3.281 0.743 -0.248
Cl -0.088 2.293 -0.197
S 1.597 -2.049 -0.158
P 1.756 -0.087 0.681
P 0.413 -0.475 -0.967
C -1.244 -0.776 -0.070
H -1.837 0.143 0.093
H -1.717 -1.444 -0.706
H -1.012 2.692 0.652
H -1.149 -1.041 0.921
*
```

Computed properties:
Frontier orbital gap in eV: 9.378
Relative energy (zero: lowest compared OMol25 entry of this formula, charge and spin) in kcal per mole: 0.00
HOMO level in eV: -8.98
SMILES: CP1#S#P1Cl.Cl
DFT total energy in Ha: -2041.80356